{"formula": "Ca2Hg3O16P4", "method": "wB97M-V/def2-TZVPD", "multiplicity": 1, "homo_ev": -1.07, "e_lumo_ha": 0.0336, "charge": -2, "homo_lumo_gap_ha": 0.0730, "species": ["Hg", "Hg", "Hg", "Ca", "Ca", "P", "P", "P", "P", "O", "O", "O", "O", "O", "O", "O", "O", "O", "O", "O", "O", "O", "O", "O", "O"], "xyz": [[21.5367, -17.9082, -9.3775], [22.9246, -17.8417, -13.5054], [20.2758, -15.0869, -14.1951], [22.6316, -13.3562, -11.9199], [17.7133, -16.7026, -11.1467], [20.4992, -16.3185, -11.7208], [18.3384, -14.7677, -16.5117], [21.5696, -12.3564, -14.3692], [23.6301, -19.6900, -10.8585], [19.6226, -13.9062, -16.7620], [17.0684, -14.0552, -16.2128], [21.4892, -11.7289, -15.7253], [19.1974, -16.2242, -12.5754], [22.6839, -20.6292, -11.5804], [18.1378, -15.5018, -17.8510], [24.9612, -20.4545, -10.6481], [20.2325, -12.5889, -13.5961], [23.1130, -19.3110, -9.4194], [20.0317, -16.6232, -10.2440], [22.5809, -11.8170, -13.3100], [24.1023, -18.3508, -11.5354], [18.8201, -15.8663, -15.5240], [22.0676, -13.8224, -14.5541], [21.4180, -17.5790, -11.8583], [21.4000, -15.1391, -12.0310]], "forces_ev_per_angstrom": [[1.4662, -1.5678, -1.2666], [0.7088, -0.4562, 0.9829], [0.9903, 2.5607, -2.8466], [-0.7363, 0.1957, -1.9336], [0.2411, -0.0758, 0.2218], [3.0645, -2.9131, -0.0158], [1.8614, -0.9928, -0.7599], [-2.0052, 0.0286, -1.7013], [3.3898, -4.0683, -2.3352], [-1.4146, -0.1751, -0.6322], [-0.4924, 0.5010, 0.5666], [0.2679, 0.8799, 0.9491], [-0.0073, -0.7189, 1.4924], [-0.8082, 1.8104, -0.0092], [0.2732, 0.5749, -0.3782], [-0.9293, 1.1100, 0.8585], [-0.0418, -0.0316, 0.6368], [-1.8130, 1.7149, 2.5340], [-2.0768, 1.5133, 1.0783], [1.1499, 1.1857, 1.0072], [-0.9650, 0.8481, -1.2842], [-0.7558, -0.2132, 1.0710], [1.1977, -2.8710, 0.9010], [-1.9733, 0.8529, -0.7560], [-0.5918, 0.3078, 1.6192]], "mulliken_charge": [0.990, 0.734, 1.332, 1.384, 0.854, 0.526, 0.958, 0.843, 0.911, -0.356, -0.594, -0.719, -0.913, -0.713, -0.503, -0.755, -0.722, -0.679, -0.945, -0.883, -0.633, -0.669, -0.745, -0.536, -0.166]}

---

{"formula": "C3N2O2", "method": "wB97M-V/def2-TZVPD", "e_above_lowest_ev": 4.104, "multiplicity": 1, "homo_ev": [-10.47, -10.46], "e_lumo_ha": [-0.0963, -0.0964], "homo_lumo_gap_ha": [0.2884, 0.2880], "species": ["O", "O", "N", "N", "C", "C", "C"], "xyz": [[-1.6194, -2.0372, 0.2864], [-0.7446, 2.3325, 0.1582], [4.3730, -0.4000, 0.0317], [3.3743, -0.8325, 0.0916], [-1.7809, 1.8251, 0.0458], [-2.9124, 1.1069, -0.2203], [-0.6900, -1.9948, -0.3934]], "forces_ev_per_angstrom": [[2.6188, 0.1046, -1.8877], [-0.1272, 0.1570, 0.1859], [-0.0972, -0.0431, 0.0024], [0.0905, 0.0439, -0.0006], [-0.1854, -0.5698, -0.4355], [0.3078, 0.4234, 0.2448], [-2.6074, -0.1161, 1.8907]], "mulliken_charge": [-0.145, -0.239, -0.138, 0.141, 0.851, -0.613, 0.143]}

---

{"formula": "C28H31AsN5OS2Tm", "method": "wB97M-V/def2-TZVPD", "e_above_lowest_ev": 0.000, "s2": 2.002, "multiplicity": 3, "homo_ev": [-7.97, -7.97], "e_lumo_ha": [-0.0061, -0.0061], "homo_lumo_gap_ha": [0.2867, 0.2868], "species": ["Tm", "As", "S", "S", "O", "N", "N", "N", "N", "N", "C", "C", "C", "C", "C", "C", "C", "C", "C", "C", "C", "C", "C", "C", "C", "C", "C", "C", "C", "C", "C", "C", "C", "C", "C", "C", "C", "C", "H", "H", "H", "H", "H", "H", "H", "H", "H", "H", "H", "H", "H", "H", "H", "H", "H", "H", "H", "H", "H", "H", "H", "H", "H", "H", "H", "H", "H", "H", "H"], "xyz": [[10.2743, 14.5857, 10.1626], [11.6175, 12.0178, 9.3401], [9.5705, 15.2802, 7.6444], [11.3987, 14.3420, 12.5019], [8.6726, 13.2458, 10.6838], [4.7243, 12.5075, 8.4685], [8.8637, 11.0485, 7.8904], [9.2602, 16.7641, 10.5048], [12.2081, 16.3663, 10.2022], [7.4529, 13.2420, 10.3071], [15.2416, 9.2989, 7.4399], [8.1130, 11.6692, 8.5337], [7.1940, 12.5317, 9.2420], [12.8731, 15.3279, 12.4091], [8.7253, 16.7554, 8.0569], [13.3234, 7.8103, 7.4024], [12.4731, 8.8716, 7.5857], [13.8254, 15.1578, 13.4051], [8.2262, 16.4430, 11.5489], [11.1802, 10.4676, 10.3871], [7.3738, 18.5127, 7.1213], [14.9870, 15.9390, 13.3878], [13.4324, 12.2269, 10.0771], [14.3654, 10.3486, 7.4468], [12.9365, 16.0381, 8.9733], [12.0597, 11.3931, 7.5188], [14.2780, 16.9997, 11.3614], [14.7017, 8.0291, 7.3777], [5.8205, 12.4695, 8.7810], [13.0826, 16.2766, 11.3363], [8.1210, 17.3727, 6.9846], [7.9437, 18.5529, 9.3998], [11.4753, 17.6558, 10.0805], [15.2389, 16.8857, 12.3683], [12.9729, 10.1742, 7.5631], [7.2991, 19.1747, 8.3524], [8.5858, 17.3491, 9.3031], [10.3629, 17.6040, 11.0958], [13.5053, 15.1271, 9.2032], [6.6717, 20.0825, 8.5211], [8.6543, 16.0601, 12.4464], [7.5819, 17.2346, 11.8226], [13.6739, 14.4977, 14.2288], [11.4270, 8.7142, 7.8069], [16.2140, 17.4374, 12.3224], [14.1649, 12.9591, 9.8018], [12.9254, 6.8378, 7.2160], [16.3860, 9.3615, 7.3041], [10.2298, 10.1418, 10.0117], [12.1372, 18.5893, 10.1758], [15.4172, 7.2364, 7.1654], [7.9015, 18.9743, 10.3648], [11.0024, 17.7441, 9.1141], [12.5482, 12.2895, 7.0046], [14.6595, 11.4029, 7.3774], [11.0272, 11.1466, 7.1877], [12.2128, 15.7680, 8.2704], [12.0100, 9.7689, 10.3809], [8.0950, 16.8607, 6.0375], [10.6399, 17.2301, 12.0627], [14.4448, 17.7979, 10.6063], [13.5598, 16.8333, 8.6771], [7.5245, 15.7829, 11.1172], [11.0893, 10.8528, 11.4235], [13.9989, 11.3297, 9.8894], [13.2257, 12.3241, 11.1008], [10.0322, 18.6533, 11.2708], [6.8035, 18.8632, 6.2694], [15.6713, 15.7247, 14.2383]], "forces_ev_per_angstrom": [[0.0621, -0.0718, -0.2705], [1.4681, 1.2912, -0.3102], [0.4932, -0.6801, 0.7528], [0.0868, 0.0502, 0.0579], [1.4183, 0.2076, 0.4337], [-0.9536, -0.1457, -0.4083], [-1.4960, 0.9243, 1.3414], [-0.7546, 0.1512, 0.7381], [-0.6948, 0.0907, -0.2370], [-1.3129, -0.3473, -1.2695], [1.8641, -0.5370, -0.6668], [1.5758, -0.3222, -1.0161], [-0.8552, -0.6090, 0.1076], [-0.8664, 0.4044, -1.4359], [0.4198, -0.6437, -0.0050], [1.0560, 0.0628, 0.0913], [-0.3344, 0.8364, 0.4413], [0.8122, 1.6265, -0.7389], [0.5471, 0.2575, -0.9653], [0.3380, 0.8912, 0.8413], [-0.5216, 0.9188, 0.1434], [0.3784, -0.1963, 0.3436], [0.0324, -0.7132, -0.8201], [-0.9814, 1.8064, 0.3151], [0.2227, -1.4044, 1.7155], [-0.0383, -0.0381, 0.3989], [0.0720, 1.2782, -0.2824], [0.1837, -0.7364, -0.5755], [1.2794, 0.5006, 0.7710], [1.1993, -0.8615, 2.0179], [-1.0347, 0.1985, -0.5724], [-0.5154, 0.4595, 0.3353], [1.1387, 0.4518, 0.9768], [0.3421, -0.8804, 0.5929], [0.2772, 0.3332, -0.6478], [-0.5826, 0.0798, -0.3406], [1.5862, -0.5179, 0.3579], [-1.1962, 1.8454, -1.0535], [0.2283, 0.3523, -0.2532], [0.7767, -0.8656, -0.2682], [0.5753, -0.5400, 0.4931], [-0.2454, 1.6245, 0.2711], [-0.2688, -0.4905, 0.2180], [-0.2366, -0.0625, -0.4678], [-1.2537, -0.4590, 0.0989], [-0.2971, 1.1143, -0.5107], [-0.1418, -0.5962, 0.2454], [-2.0822, 0.3796, 0.4177], [-0.3056, -0.7078, 0.0706], [-0.6408, -1.3747, 0.1568], [-0.4267, -0.2053, 0.2582], [-0.1255, 0.6785, 1.0510], [0.0912, -0.2488, -0.5251], [-0.8973, -1.3207, 0.5004], [0.3937, -0.4754, 0.0110], [1.0100, 0.2476, -0.5569], [-0.9508, -0.0243, -1.6670], [-0.2057, -0.3619, -0.3018], [0.2838, -0.0504, -0.1868], [0.2911, -0.5631, 0.3316], [-0.1073, -0.7842, 0.3120], [0.9122, 0.8740, -0.6660], [-0.5373, -1.3670, -0.4356], [-0.1857, -0.2431, -0.5393], [-0.1236, -0.7947, 0.1465], [0.0441, 0.1303, 1.6369], [-0.2205, -0.5677, -0.0873], [0.1292, 0.1646, -0.0058], [-0.1988, 0.5757, -0.9055]], "mulliken_charge": [0.161, 0.910, -0.487, -0.343, -0.232, -0.445, -0.478, 0.898, 1.200, -0.428, -0.703, 0.263, 0.764, 1.204, 1.246, -0.864, -0.055, -0.996, -1.337, -1.280, -0.445, -0.379, -1.708, -0.209, -1.371, -1.144, -0.357, -0.227, -0.161, -0.732, -0.895, -0.450, -0.668, -0.928, 0.372, -0.927, -0.519, -1.113, 0.248, 0.332, 0.397, 0.413, 0.505, 0.397, 0.335, 0.370, 0.407, 0.259, 0.381, 0.366, 0.338, 0.376, 0.500, 0.475, 0.324, 0.574, 0.537, 0.478, 0.441, 0.803, 0.235, 0.437, 0.556, 0.372, 0.558, 0.477, 0.294, 0.378, 0.303]}

---

{"formula": "C11H12NO5Tb", "method": "wB97M-V/def2-TZVPD", "e_above_lowest_ev": 0.050, "s2": 12.620, "multiplicity": 7, "homo_ev": [-8.88, -8.99], "e_lumo_ha": [-0.0383, -0.0231], "homo_lumo_gap_ha": [0.2881, 0.3074], "species": ["Tb", "O", "O", "O", "O", "O", "N", "C", "C", "C", "C", "C", "C", "C", "C", "C", "C", "C", "H", "H", "H", "H", "H", "H", "H", "H", "H", "H", "H", "H"], "xyz": [[-1.6943, 0.6682, 0.9035], [0.3277, -1.2716, -4.3987], [-1.3279, 3.3879, -2.4061], [-2.0549, -3.2155, -0.2497], [-2.6552, -1.2799, 0.7306], [-1.5540, 2.5262, -0.3319], [-1.8946, 0.1365, -1.2927], [-0.9542, -1.6785, -2.4810], [-0.5777, 0.6031, -3.1999], [-0.3961, -0.7705, -3.3873], [0.7554, 0.9486, 3.5275], [-1.6923, -1.1801, -1.4353], [-1.3224, 1.0148, -2.1178], [1.5186, 0.5544, 2.2573], [0.5847, -0.1292, 1.2481], [-1.4192, 2.4736, -1.6208], [-2.1901, -2.0143, -0.2331], [2.6883, -0.3616, 2.6238], [-0.1414, 1.3428, -3.8602], [0.5314, -1.1967, 1.5009], [3.3861, 0.1399, 3.2984], [0.6955, -0.5627, -4.9374], [1.9159, 1.4678, 1.8053], [2.3140, -1.2580, 3.1242], [1.4199, 1.3903, 4.2718], [1.0193, -0.0712, 0.2395], [-0.0258, 1.6835, 3.2986], [0.2914, 0.0646, 3.9745], [3.2314, -0.6720, 1.7305], [-0.7794, -2.7405, -2.5827]], "forces_ev_per_angstrom": [[0.3421, 0.5326, 1.4208], [0.0575, -0.1008, -0.0269], [0.0484, -0.0497, 0.0508], [-0.0785, 0.0742, -0.0625], [0.0347, -0.0971, 0.0069], [-0.0758, -0.1274, 0.0021], [0.3871, -0.2207, -0.3769], [0.0376, -0.1650, -0.1312], [-0.0906, 0.0300, -0.1400], [-0.2496, 0.1252, 0.1604], [0.1460, -0.0916, -0.1867], [-0.1183, 0.0600, 0.0680], [-0.0002, 0.1432, 0.1113], [-0.3451, -0.0088, 0.0286], [0.1731, 0.2273, -0.1399], [0.0848, -0.1400, -0.4077], [0.0939, -0.4097, -0.4731], [-0.0278, 0.1533, -0.0463], [0.0277, -0.0088, 0.0219], [-0.3313, -0.0043, -0.0661], [0.0241, -0.0290, -0.0029], [-0.0092, 0.0498, -0.0267], [0.0172, 0.0215, 0.0123], [0.0263, -0.0208, -0.0108], [-0.0732, 0.0550, 0.0378], [-0.0509, -0.0555, -0.0055], [-0.0156, 0.0475, 0.0942], [-0.0389, 0.0181, 0.0178], [0.0189, -0.0163, 0.0236], [-0.0144, 0.0077, 0.0469]], "mulliken_charge": [1.235, -0.510, -0.622, -0.624, -0.750, -0.740, -0.362, -0.549, -0.547, 1.117, -1.445, 0.190, -0.016, 0.981, -1.251, 0.501, 0.525, -1.514, 0.434, 0.399, 0.413, 0.308, 0.232, 0.347, 0.434, 0.319, 0.282, 0.297, 0.365, 0.550]}

---

{"formula": "C5H5NO2", "method": "wB97M-V/def2-TZVPD", "e_above_lowest_ev": 4.813, "multiplicity": 1, "homo_ev": -8.15, "e_lumo_ha": 0.0244, "homo_lumo_gap_ha": 0.3240, "species": ["O", "O", "N", "C", "C", "C", "C", "C", "H", "H", "H", "H", "H"], "xyz": [[-2.3414, 0.8278, -0.0806], [2.4514, 0.6751, -0.0119], [-0.8231, -0.8963, -0.3940], [1.2153, 0.2626, -0.1368], [-1.0445, 0.4117, -0.1087], [-0.1704, -1.9416, 0.3068], [0.0941, 1.1836, -0.1497], [0.8393, -1.0443, -0.3387], [-0.1532, -2.9502, -0.2254], [-0.0882, -1.8860, 1.3455], [2.4740, 1.5518, -0.4836], [0.0749, 2.2038, -0.1058], [-2.5283, 1.6020, 0.3828]], "forces_ev_per_angstrom": [[0.3896, -2.8162, -1.2156], [1.8588, 1.8969, -0.7815], [1.8167, -0.1022, -0.9048], [-2.5964, -0.2559, -0.2405], [0.2330, 0.4874, -0.2175], [2.0316, -1.0835, -1.7817], [-0.4812, -3.0271, 0.2954], [-2.8822, 0.6202, -0.5356], [-0.7837, 1.3527, 1.1768], [-0.5240, -0.5258, 1.8961], [0.4256, -1.1540, 0.9443], [0.3465, 2.5297, 0.1898], [0.1658, 2.0778, 1.1749]], "mulliken_charge": [-0.476, -0.515, -0.275, 0.630, 0.108, -0.069, -0.454, -0.598, 0.192, 0.326, 0.349, 0.466, 0.316]}

---

Short version: DFT total energy = -119323.3165, -10181.2737, -151075.4902, -45764.0605, -10846.5022 eV, in the order given.